Below is a single C4H8N2S2 molecule at a distorted geometry, with properties calculated with the ωB97M-V functional and the def2-TZVPD basis.

SMILES string = C=NSC(=S)CNC
E_LUMO = -0.301 eV
Charge = 0
Frontier orbital gap = 0.3041 hartree
Energy above the lowest of the compared OMol25 structures with the same formula, charge and spin = 38.0 kcal per mole
E_tot = -1063.03522 hartree
HOMO = -8.58 eV

```
16
Properties=species:S:1:pos:R:3:forces:R:3:nbo_charge:R:1
C -1.74546 1.22255 -0.85525 0.515 -0.252 -0.369 -0.427
C -0.86236 -0.07311 1.02021 0.973 0.825 0.605 -0.319
C -0.60219 -1.32667 0.23545 -0.307 -0.710 -0.184 -0.310
C 3.20102 -0.48437 -0.00657 -1.313 -0.407 -0.259 -0.056
H -1.77774 2.23629 -1.27507 0.085 -0.227 0.149 0.204
H -2.74501 0.99312 -0.47036 0.136 -0.120 -0.287 0.201
H -1.45797 0.51377 -1.69234 -0.500 0.560 0.809 0.170
H 0.11224 1.35856 -0.00374 1.004 0.252 -0.308 0.361
H -0.05947 0.04852 1.78704 -0.862 -0.417 -0.184 0.236
H -1.86163 -0.22439 1.43247 0.214 0.233 0.311 0.221
H 3.64178 -1.24704 -0.66606 -0.206 0.140 0.169 0.161
H 3.85897 0.28710 0.34148 0.206 0.304 0.413 0.187
N -0.81714 1.18138 0.28498 -1.391 -0.366 -0.316 -0.599
N 1.95667 -0.42417 0.30761 0.683 -0.498 -0.875 -0.555
S -1.80722 -2.41248 0.01247 0.623 0.166 -0.244 0.023
S 0.96553 -1.64907 -0.45231 0.139 0.517 0.569 0.503
```
Positions in Å, forces in eV/Å.